Record 1
C9H11F4InN2O16PS4 | wB97M-V/def2-TZVPD

- frontier orbital gap (spin up / spin down) (eV) = 7.52 / 5.60
- charge = -2
- calculated total energy (Ha) = -4186.60646
- F_max (eV Å⁻¹) = 11.4
- <S²> = 0.7839
- E_LUMO (spin up / spin down) (eV) = 3.84 / 2.07
- 2S+1 = 2

Element x y z (Å)
H  -0.97  3.89  -3.39
O  1.65  1.09  -0.85
C  -0.06  3.32  -3.31
C  0.01  -1.88  -2.67
F  0.66  -1.15  4.62
O  4.20  4.06  2.04
O  -2.37  -2.65  0.02
O  -1.04  -0.47  -0.30
C  2.37  1.56  -3.12
S  4.01  2.57  1.97
C  2.13  2.33  -4.21
O  4.14  0.55  4.23
H  -5.14  -1.17  -1.04
N  2.70  2.01  2.51
S  3.47  1.82  4.03
O  -0.06  -2.98  3.24
C  -4.40  -1.49  -1.76
O  3.94  2.93  4.84
C  1.49  1.61  -1.96
H  0.62  -1.25  -2.02
O  -3.24  -0.79  -1.52
F  3.71  2.61  0.41
O  -0.63  2.49  -1.10
H  -0.02  -1.50  -3.69
H  0.46  -2.87  -2.72
H  -4.29  -2.56  -1.61
H  3.34  1.10  -3.06
S  -0.66  -1.88  3.99
O  -1.32  -2.12  -2.35
O  2.95  2.25  -5.20
C  0.89  3.20  -4.31
H  -1.21  -4.05  1.20
F  -3.07  -0.23  1.86
O  -3.60  -0.43  4.18
In  0.22  1.26  1.57
C  0.20  2.51  -2.06
O  0.50  3.98  -5.24
C  -1.45  -3.74  0.18
F  2.07  1.52  4.76
O  5.17  1.69  1.89
H  -0.49  -3.34  -0.15
O  -3.23  -2.43  2.76
O  -1.32  -2.28  5.21
H  -4.84  -1.34  -2.75
H  -1.74  -4.53  -0.51
P  -1.94  -1.42  -0.99
S  -2.77  -1.08  3.20
N  -1.07  -0.70  3.19

natural (NBO) charges, unit e, in atom order: number 1, H, carries 0.2192; number 2, O, carries -0.6493; number 3, C, carries -0.1390; number 4, C, carries -0.2605; number 5, F, carries -0.5225; number 6, O, carries -0.9170; number 7, O, carries -0.8112; number 8, O, carries -1.1137; number 9, C, carries -0.4288; number 10, S, carries 2.3495; number 11, C, carries 0.3408; number 12, O, carries -0.8818; number 13, H, carries 0.1872; number 14, N, carries -1.0862; number 15, S, carries 2.3359; number 16, O, carries -0.9465; number 17, C, carries -0.2448; number 18, O, carries -0.8706; number 19, C, carries 0.4212; number 20, H, carries 0.2300; number 21, O, carries -0.7966; number 22, F, carries -0.5199; number 23, O, carries -0.5446; number 24, H, carries 0.1807; number 25, H, carries 0.1662; number 26, H, carries 0.1905; number 27, H, carries 0.2349; number 28, S, carries 2.4427; number 29, O, carries -0.8127; number 30, O, carries -0.6567; number 31, C, carries 0.3377; number 32, H, carries 0.2399; number 33, F, carries -0.5028; number 34, O, carries -0.8851; number 35, In, carries 0.9149; number 36, C, carries 0.3960; number 37, O, carries -0.4957; number 38, C, carries -0.2498; number 39, F, carries -0.5096; number 40, O, carries -0.8847; number 41, H, carries 0.1763; number 42, O, carries -0.8869; number 43, O, carries -0.9169; number 44, H, carries 0.1776; number 45, H, carries 0.1676; number 46, P, carries 2.5862; number 47, S, carries 2.3556; number 48, N, carries -1.1161

---

Record 2
C9H11FN2O | wB97M-V/def2-TZVPD

- frontier orbital gap (eV) = 9.73
- SMILES = Fc1ncccc1OC[C@@H]1CCN1
- calculated total energy (Ha) = -633.95762
- F_max (eV Å⁻¹) = 9.9
- E_LUMO (eV) = 0.84
- ΔE to the lowest compared entry with this formula, charge and spin (kcal per mole) = 128.18

Element x y z (Å)
C  -3.73  -0.60  -0.36
C  -1.71  -1.31  0.54
H  -4.39  1.23  0.21
C  -3.56  0.66  0.21
O  -0.28  0.30  1.37
H  3.25  1.31  0.18
H  0.40  -0.51  -1.27
H  3.66  1.27  -1.65
F  -0.67  -2.31  0.65
H  -2.23  1.82  1.64
C  1.19  -0.14  -0.68
C  2.81  -0.67  -0.79
H  1.05  -1.34  0.97
N  -2.84  -1.53  -0.08
C  3.10  0.97  -0.87
C  1.05  -0.27  0.78
H  3.10  -1.05  0.33
C  -2.33  0.86  0.99
H  -4.53  -0.94  -1.13
N  1.64  1.33  -1.09
H  1.33  1.95  -0.46
H  3.23  -1.41  -1.60
H  1.82  0.53  1.13
C  -1.36  -0.14  1.01

natural (NBO) charges, unit e, in atom order: number 1, C, carries 0.0049; number 2, C, carries 0.4904; number 3, H, carries 0.2124; number 4, C, carries -0.2459; number 5, O, carries -0.4894; number 6, H, carries 0.1767; number 7, H, carries 0.2173; number 8, H, carries 0.1974; number 9, F, carries -0.3721; number 10, H, carries 0.2355; number 11, C, carries -0.0832; number 12, C, carries -0.4311; number 13, H, carries 0.2431; number 14, N, carries -0.4293; number 15, C, carries -0.2140; number 16, C, carries -0.1173; number 17, H, carries 0.2076; number 18, C, carries -0.1831; number 19, H, carries 0.2091; number 20, N, carries -0.6149; number 21, H, carries 0.3357; number 22, H, carries 0.2440; number 23, H, carries 0.2159; number 24, C, carries 0.1902

---

Record 3
C9H11FN3 | wB97M-V/def2-TZVPD

- frontier orbital gap (eV) = 9.68
- SMILES = Cc1c[nH]c([C@@H]2CC=C(F)C=N2)[nH+]1
- charge = +1
- calculated total energy (Ha) = -613.39321
- F_max (eV Å⁻¹) = 3.7
- E_LUMO (eV) = -3.30
- ΔE to the lowest compared entry with this formula, charge and spin (kcal per mole) = 0.00

Element x y z (Å)
H  1.35  2.29  2.13
C  0.46  0.08  -0.01
H  0.30  -0.42  -4.71
C  -1.21  -2.27  -2.11
N  -0.66  -1.71  -1.07
F  -1.33  -2.88  -4.29
C  -0.10  0.60  2.04
H  -0.92  1.27  3.96
C  0.77  1.54  1.59
N  1.12  1.15  0.34
H  -1.53  -0.31  3.23
C  0.01  -0.97  -3.73
H  0.09  0.02  4.03
N  -0.32  -0.23  0.96
C  0.41  -0.77  -1.33
H  -1.03  -1.00  0.99
C  -0.71  0.37  3.34
H  -0.14  1.09  -2.74
C  -0.82  -1.96  -3.47
H  1.38  0.30  -2.75
C  0.41  -0.03  -2.61
H  1.32  -1.46  -1.32
H  -1.92  -3.06  -1.93
H  1.74  1.57  -0.40

natural (NBO) charges, unit e, in atom order: number 1, H, carries 0.2575; number 2, C, carries 0.4442; number 3, H, carries 0.2615; number 4, C, carries 0.0964; number 5, N, carries -0.4360; number 6, F, carries -0.2891; number 7, C, carries 0.1582; number 8, H, carries 0.2682; number 9, C, carries -0.0745; number 10, N, carries -0.4622; number 11, H, carries 0.2381; number 12, C, carries -0.2136; number 13, H, carries 0.2586; number 14, N, carries -0.4614; number 15, C, carries -0.1213; number 16, H, carries 0.4837; number 17, C, carries -0.6681; number 18, H, carries 0.2308; number 19, C, carries 0.3163; number 20, H, carries 0.2291; number 21, C, carries -0.4464; number 22, H, carries 0.2489; number 23, H, carries 0.2276; number 24, H, carries 0.4534

---

Record 4
C9H11FO | wB97M-V/def2-TZVPD

- frontier orbital gap (eV) = 10.38
- calculated total energy (Ha) = -524.57903
- F_max (eV Å⁻¹) = 4.7
- E_LUMO (eV) = 0.81
- ΔE to the lowest compared entry with this formula, charge and spin (kcal per mole) = 26.42

Element x y z (Å)
C  0.69  1.38  -0.40
H  -0.06  2.15  -0.59
C  -1.61  -1.39  -1.41
C  -1.80  0.35  1.85
C  2.00  1.46  -0.71
O  -1.86  -1.14  -0.10
H  3.93  0.45  -0.59
C  -1.31  0.02  0.39
C  2.87  0.48  -0.35
C  0.15  0.25  0.16
H  -2.44  1.30  1.90
C  2.37  -0.68  0.29
H  0.58  -1.58  1.07
H  2.35  2.32  -1.26
H  -2.37  -0.51  2.27
H  -0.88  0.57  2.44
C  0.98  -0.78  0.59
F  -2.01  1.35  -0.63
H  -0.70  -1.90  -1.74
H  -1.66  -0.49  -2.06
H  -2.36  -2.15  -1.76
H  3.14  -1.45  0.65

natural (NBO) charges, unit e, in atom order: number 1, C, carries -0.1739; number 2, H, carries 0.2583; number 3, C, carries -0.2816; number 4, C, carries -0.6778; number 5, C, carries -0.2159; number 6, O, carries -0.4909; number 7, H, carries 0.2175; number 8, C, carries 0.7158; number 9, C, carries -0.2067; number 10, C, carries -0.1583; number 11, H, carries 0.2676; number 12, C, carries -0.2014; number 13, H, carries 0.2104; number 14, H, carries 0.2187; number 15, H, carries 0.2389; number 16, H, carries 0.2291; number 17, C, carries -0.1967; number 18, F, carries -0.5652; number 19, H, carries 0.1817; number 20, H, carries 0.2153; number 21, H, carries 0.1956; number 22, H, carries 0.2196

---

Record 5
C9H11IO | wB97M-V/def2-TZVPD

- frontier orbital gap (eV) = 8.74
- SMILES = COC1=C[C@]2(I)[C@@H](C)[C@@H]2C=C1
- calculated total energy (Ha) = -722.31863
- F_max (eV Å⁻¹) = 4.4
- E_LUMO (eV) = 0.54
- ΔE to the lowest compared entry with this formula, charge and spin (kcal per mole) = 24.42

Element x y z (Å)
H  -0.50  1.98  4.18
C  1.42  1.02  0.58
O  0.51  1.02  2.66
H  -0.42  -2.66  -2.90
C  -0.93  0.12  -1.01
H  -1.98  0.23  1.23
C  -1.02  0.48  0.79
H  2.22  1.52  1.19
H  0.28  0.24  4.45
H  2.42  1.19  -1.22
I  -2.87  0.61  -1.81
C  -0.36  0.93  3.85
H  -1.30  -1.19  -3.30
H  0.47  -1.27  -3.76
H  0.62  -1.65  -0.97
C  0.17  0.82  1.35
C  -0.06  -1.02  -1.58
C  -0.35  -1.63  -2.91
H  0.45  0.85  -2.68
H  -1.36  0.56  3.45
C  1.50  0.99  -0.77
C  0.40  0.49  -1.64

natural (NBO) charges, unit e, in atom order: number 1, H, carries 0.1994; number 2, C, carries -0.2500; number 3, O, carries -0.5369; number 4, H, carries 0.2187; number 5, C, carries -0.1269; number 6, H, carries 0.2249; number 7, C, carries -0.2918; number 8, H, carries 0.2329; number 9, H, carries 0.2155; number 10, H, carries 0.2117; number 11, I, carries 0.1279; number 12, C, carries -0.2558; number 13, H, carries 0.2210; number 14, H, carries 0.1982; number 15, H, carries 0.2339; number 16, C, carries 0.2801; number 17, C, carries -0.2557; number 18, C, carries -0.6071; number 19, H, carries 0.2305; number 20, H, carries 0.1892; number 21, C, carries -0.1400; number 22, C, carries -0.3197